1.
A structure of composition C32H37N11S2Zr, computed with ωB97M-V/def2-TZVPD.

The geometry in XYZ format:
```
83
C32H37N11S2Zr | the Open Molecules 2025 dataset | ωB97M-V/def2-TZVPD
Zr -0.396 -0.006 0.816
S 1.439 1.423 2.061
S -1.781 -2.108 1.636
N 0.622 1.918 -1.721
N -0.414 -2.094 -1.293
N -1.728 0.661 -0.659
N -0.828 -3.273 -0.685
N 1.714 -0.222 4.149
N -1.188 -5.404 -0.323
N 1.430 -1.094 0.751
N -1.575 -4.640 0.736
N -1.790 1.417 2.022
N 1.422 -1.292 2.157
N 2.287 -0.009 -2.032
C 1.416 3.127 -1.905
C 2.510 -1.497 0.064
C -0.160 -4.890 -2.518
C -3.001 0.675 0.001
C 2.621 -1.299 -4.009
C -4.229 0.314 -0.562
C 1.579 -0.163 2.816
C -1.593 2.873 1.812
C -1.370 -3.338 0.555
C -1.424 1.631 -4.795
C 3.800 -1.830 -3.369
C 1.795 -0.489 -3.340
C 5.546 -2.947 1.774
C -5.402 0.280 0.176
C 3.830 -4.632 1.687
C -4.205 0.949 2.113
C 2.989 -3.741 1.042
C -1.695 1.087 3.459
C -3.031 0.996 1.379
C -2.416 0.329 -3.038
C 3.848 -1.845 -2.017
C 2.848 -1.158 -1.241
C -0.502 1.653 -2.559
C 5.108 -4.233 2.057
C -2.357 0.699 -4.373
C -0.729 -4.567 -1.191
C 1.272 0.793 -1.209
C 4.711 -2.057 1.114
C -0.474 2.062 -3.887
C 3.431 -2.455 0.752
C -5.401 0.586 1.527
C -1.584 0.889 -2.056
H 0.533 -0.013 -1.105
H 2.365 -1.609 -5.013
H -6.313 0.561 2.106
H 3.096 0.597 -2.225
H 1.890 0.615 4.675
H -1.978 -5.074 1.552
H -1.008 -1.877 -2.091
H 1.827 1.025 -0.301
H 0.336 2.695 -4.224
H 3.493 -5.636 1.905
H 0.884 -4.576 -2.584
H 1.905 -1.117 4.572
H 6.541 -2.638 2.063
H -2.446 1.601 4.060
H -3.052 0.258 -5.074
H 0.750 3.981 -2.004
H -1.575 3.087 0.744
H -0.709 1.389 3.806
H -0.209 -5.966 -2.661
H -0.654 3.184 2.264
H -1.820 0.012 3.604
H -2.417 3.424 2.271
H -4.199 1.220 3.159
H -6.323 0.006 -0.322
H -0.723 -4.403 -3.316
H 4.545 -2.345 -3.958
H 5.053 -1.055 0.883
H 2.037 3.274 -1.019
H 1.982 -4.038 0.769
H -4.327 0.077 -1.601
H 2.066 3.090 -2.784
H -1.391 1.964 -5.823
H -3.126 -0.434 -2.775
H 5.765 -4.929 2.562
H 4.598 -2.428 -1.500
H 0.872 -0.053 -3.687
H 0.548 -2.216 -1.609
```

Computed properties:
2S+1 = 1
charge = +2

=====

2.
A structure of composition C32H38BrN7O7PSSc, computed with ωB97M-V/def2-TZVPD.

The geometry in XYZ format:
```
88
C32H38BrN7O7PSSc | the Open Molecules 2025 dataset | ωB97M-V/def2-TZVPD
Br -0.972 1.609 -1.915
Sc 0.013 -0.354 -0.410
S 0.274 -1.908 1.819
P -1.171 2.037 1.950
O -1.117 -3.839 -3.017
O 0.792 -1.215 2.982
O -0.097 -3.285 2.039
O -0.915 -1.107 1.248
O 3.236 1.603 1.208
O 1.214 -1.754 0.626
O 1.140 1.192 0.586
N -5.774 -1.133 -0.675
N 4.476 -0.774 -1.881
N 3.764 1.349 -2.826
N -0.492 -1.832 -1.896
N -3.238 -0.750 -0.654
N 3.207 -0.728 -3.956
N 2.109 -0.164 -1.843
C -4.769 0.901 4.617
C -1.383 3.794 1.479
C -1.738 6.395 0.495
C -2.603 5.377 0.110
C -0.694 6.109 1.360
C -2.416 4.090 0.585
C 4.267 -1.385 -3.189
C -5.226 -1.207 -2.034
C 2.027 1.524 1.434
C 4.804 0.639 -2.080
C 3.573 0.680 -4.108
C 2.513 1.249 -2.065
C 2.533 2.120 3.782
C -2.594 0.473 3.675
C -3.670 0.064 4.443
C 0.205 2.174 3.174
C -0.083 2.567 4.483
C -5.103 -2.147 0.151
C 2.234 2.497 5.077
C 1.969 -0.805 -3.167
C -3.683 2.573 3.264
C -3.923 0.422 -0.116
C -5.458 0.188 -0.120
C -3.567 -1.915 0.166
C 0.912 2.724 5.432
C -2.585 1.740 3.079
C -3.689 -0.980 -2.022
C -0.521 4.821 1.853
C -0.801 -2.839 -2.435
C 3.217 -0.844 -1.125
C 1.538 1.950 2.819
C -4.771 2.154 4.025
H 1.156 -0.313 -3.703
H -3.157 -1.845 -2.417
H -3.183 -1.745 1.170
H 4.918 1.110 -1.102
H -5.619 0.572 5.203
H 4.501 0.741 -4.685
H 2.779 1.191 -4.657
H -3.407 5.578 -0.588
H -3.636 1.281 -0.725
H -1.870 7.398 0.108
H -5.975 0.942 -0.722
H -1.752 -0.197 3.520
H -3.395 -0.114 -2.619
H -5.356 -3.132 -0.252
H 3.999 -2.435 -3.050
H -3.657 -0.922 4.892
H -5.621 2.816 4.150
H 3.028 2.606 5.807
H -3.025 -2.772 -0.239
H 0.652 3.020 6.442
H -5.475 -2.191 -2.443
H 3.551 1.932 3.469
H 2.939 -1.885 -0.973
H 5.746 0.709 -2.634
H -3.060 3.292 0.235
H -3.553 0.593 0.897
H 1.704 -1.849 -3.021
H 0.299 4.617 2.530
H -5.521 -2.085 1.159
H -1.112 2.750 4.767
H -3.700 3.557 2.811
H 5.200 -1.330 -3.760
H -0.001 6.889 1.654
H 1.712 1.753 -2.603
H 3.347 -0.362 -0.159
H 2.644 1.716 -1.093
H -5.867 0.235 0.893
H -5.737 -0.458 -2.646
```

Computed properties:
2S+1 = 1
charge = -2

=====

3.
A structure of composition C32H38Li2O16S, computed with ωB97M-V/def2-TZVPD.

The geometry in XYZ format:
```
89
C32H38Li2O16S | the Open Molecules 2025 dataset | ωB97M-V/def2-TZVPD
S 19.834 29.147 7.565
O 20.327 27.868 16.038
O 22.660 27.750 8.990
O 20.368 27.603 4.010
O 25.598 26.123 3.065
O 21.523 31.391 10.025
O 20.571 29.040 8.746
O 18.962 29.126 10.851
O 16.961 23.634 11.445
O 19.916 35.997 7.474
O 15.411 31.133 6.646
O 24.296 24.218 12.938
O 18.533 29.716 7.783
O 18.319 25.926 6.744
O 23.035 29.748 4.886
O 20.686 30.000 6.657
O 19.681 27.887 6.788
C 22.317 26.497 4.816
C 21.535 34.889 8.809
C 16.268 24.417 9.264
C 24.945 25.686 11.120
C 24.130 29.917 4.090
C 19.311 28.715 12.053
C 22.403 27.626 2.639
C 20.602 28.919 12.485
C 16.520 31.851 6.239
C 18.796 27.761 14.176
C 22.154 26.283 10.781
C 23.957 25.164 11.979
C 18.911 25.299 8.968
C 23.665 26.081 4.549
C 21.168 32.601 9.446
C 23.034 26.830 9.958
C 19.430 33.783 8.221
C 16.686 24.993 8.057
C 18.388 28.044 12.853
C 20.947 28.852 13.886
C 24.283 26.413 3.344
C 24.423 26.548 10.155
C 21.750 27.195 3.795
C 18.489 24.792 10.156
C 17.160 24.374 10.317
C 20.263 34.861 8.134
C 19.849 32.702 8.930
C 22.568 25.446 11.836
C 18.072 25.341 7.868
C 23.730 27.208 2.339
C 20.019 28.188 14.688
C 21.995 33.669 9.407
Li 21.500 31.066 5.466
Li 16.671 29.602 7.507
H 22.177 35.597 8.631
H 19.620 29.247 10.318
H 24.727 28.995 3.935
H 17.528 23.720 12.202
H 15.945 25.093 7.306
H 15.238 24.141 9.390
H 21.196 29.522 11.897
H 20.982 26.349 10.748
H 21.021 30.771 9.936
H 21.925 24.876 12.629
H 24.795 30.695 4.449
H 25.991 26.339 2.298
H 21.332 27.891 16.209
H 17.212 31.377 5.521
H 21.792 28.159 9.080
H 20.013 25.815 8.914
H 19.386 31.697 8.843
H 20.409 36.681 7.720
H 22.622 28.922 4.873
H 21.795 26.213 5.654
H 23.038 33.559 9.981
H 18.381 33.785 7.636
H 24.198 27.369 1.475
H 19.089 25.021 10.994
H 18.037 27.418 14.961
H 17.284 32.189 7.145
H 23.837 30.338 3.015
H 24.232 25.497 5.502
H 25.137 24.118 13.074
H 18.749 26.745 6.637
H 25.074 26.825 9.085
H 21.916 29.225 14.471
H 25.971 25.388 11.139
H 14.708 31.710 7.119
H 17.519 27.725 12.615
H 19.972 27.486 4.937
H 21.802 27.770 1.846
H 16.366 32.816 5.508
```

Computed properties:
2S+1 = 1

=====

Lowest unoccupied orbital energy list, top to bottom, in eV: -5.8; 4.3; -0.8
HOMO-LUMO gap list, top to bottom, in eV: 7.204; 7.272; 6.333